DFT (ωB97M-V with the def2-TZVPD basis set) results for a 8-piece molecular cluster, C65H49Br2NO31 overall at a distorted geometry.

Output
E_HOMO, eV: -7.82
SMILES string: C=Cc1c(Cc2cccc(C)c2)cc2c(c1CC(=O)Br)C(=O)N(C[C@@H](C)Br)C2=O.O=C1C=C(O)C(=O)C=C1O.O=C1C=C(O)C(=O)C=C1O.O=C1C=C(O)C(=O)C=C1O.O=C1C=C(O)C(=O)C=C1O.O=C1C=C(O)C(=O)C=C1O.O=C1C=C(O)C(=O)C=C1O.O=C1C=C(O)C(=O)C=C1O
Gap between HOMO and LUMO, eV: 5.73

Last column: Mulliken charge in e.
Geometry (Å):
C  3.5920  -2.1161  5.4063  -0.714
C  3.3098  -0.7644  4.8522  -0.348
C  1.9733  -0.3029  4.0223  0.146
C  2.1930  0.9374  2.9218  0.432
C  3.6927  1.5714  2.7296  -1.000
C  4.5961  0.5279  1.8045  0.605
C  6.1741  0.9111  1.4117  -0.691
C  7.0878  -0.0972  0.4426  -0.255
C  6.5022  -1.5361  -0.1532  -0.288
C  4.9572  -1.9375  0.2644  0.391
C  4.2607  -3.3781  -0.2232  -0.904
C  4.0410  -0.9149  1.2168  -0.322
C  0.9371  1.5195  1.9835  -0.663
C  -0.5143  0.7906  2.2038  0.118
C  -0.7430  -0.4447  3.2572  -0.131
C  0.4683  -1.0088  4.2075  0.699
C  0.1941  -2.2200  5.2787  0.345
C  0.5548  -3.7054  4.6455  0.412
O  1.4254  -3.9198  3.6533  -0.462
Br  -0.3806  -5.2802  5.4975  -0.169
C  -2.3166  -0.8733  3.0893  0.095
O  -2.7305  -1.9325  3.7896  -0.538
N  -3.0132  0.0276  2.0880  0.223
C  -3.5162  -0.5928  0.8040  -0.684
C  -4.2948  -2.0244  0.9773  -0.176
C  -5.4903  -2.0330  2.0999  -0.795
Br  -5.1781  -2.4025  -0.8200  -0.192
C  -1.9859  1.0080  1.5155  -0.045
O  -2.0929  1.9336  0.5593  -0.709
H  3.1169  -2.3970  6.4423  0.281
H  4.3216  -2.9120  4.8970  0.219
H  4.1237  0.0768  5.0581  0.167
H  3.5849  2.5640  2.0751  0.375
H  4.2250  1.9022  3.7196  0.347
H  6.7154  1.8948  1.7918  0.226
H  8.2173  0.1722  0.1706  0.214
H  7.1247  -2.2606  -0.8355  0.156
H  4.6888  -3.7731  -1.2377  0.322
H  4.2689  -4.1701  0.6514  0.244
H  3.1102  -3.1041  -0.3863  0.275
H  2.9515  -1.3064  1.4527  0.174
H  1.0532  2.3780  1.1937  0.341
H  0.9005  -2.0484  6.2133  0.110
H  -0.9165  -2.2466  5.6599  0.022
H  -4.2554  0.1784  0.2798  0.371
H  -2.6207  -0.7423  0.0449  0.376
H  -3.5350  -2.9334  1.1232  0.402
H  -6.5200  -1.6148  1.6714  0.364
H  -5.2213  -1.4924  3.1104  0.231
H  -5.7027  -3.1673  2.3918  0.257
O  -4.5852  -2.1062  -5.3676  -0.635
C  -5.7154  -1.6332  -5.4101  0.791
C  -6.8810  -2.3325  -4.8471  -0.939
C  -8.1009  -1.7972  -4.9248  0.428
O  -9.2003  -2.4478  -4.3954  -0.572
C  -8.3275  -0.4815  -5.5833  0.833
O  -9.4630  -0.0237  -5.6556  -0.614
C  -7.1590  0.2291  -6.1250  -0.687
C  -5.9385  -0.3044  -6.0443  0.351
O  -4.8350  0.3589  -6.5488  -0.538
H  -6.7022  -3.2892  -4.3732  0.481
H  -9.9649  -1.8596  -4.5792  0.356
H  -7.3358  1.1931  -6.5852  0.388
H  -4.0713  -0.2321  -6.3703  0.346
O  12.0347  -3.2726  -5.6334  -0.611
C  11.3492  -2.7556  -4.7583  0.828
C  11.1591  -3.3787  -3.4391  -0.851
C  10.3927  -2.7976  -2.5141  0.366
O  10.2119  -3.3763  -1.2713  -0.604
C  9.7025  -1.5060  -2.7818  0.818
O  8.9897  -1.0054  -1.9184  -0.458
C  9.9117  -0.8707  -4.0920  -0.973
C  10.6809  -1.4500  -5.0159  0.266
O  10.8843  -0.8576  -6.2487  -0.556
H  11.6648  -4.3186  -3.2587  0.425
H  9.6166  -2.7662  -0.7836  0.345
H  9.4182  0.0770  -4.2667  0.696
H  11.4747  -1.4707  -6.7385  0.337
O  -1.6967  3.5936  -1.5489  -0.505
C  -1.4490  4.7838  -1.3912  0.955
C  -0.9180  5.6256  -2.4748  -0.985
C  -0.6431  6.9145  -2.2652  0.367
O  -0.1464  7.7120  -3.2798  -0.569
C  -0.8591  7.5447  -0.9339  0.923
O  -0.5797  8.7272  -0.7668  -0.618
C  -1.4127  6.7094  0.1430  -0.782
C  -1.6908  5.4214  -0.0673  0.405
O  -2.2139  4.6306  0.9393  -0.505
H  -0.7637  5.1540  -3.4368  0.425
H  -0.0287  8.6008  -2.8791  0.346
H  -1.5815  7.1851  1.1009  0.434
H  -2.3258  3.7404  0.5402  0.286
O  -8.7644  5.3361  -11.7074  -0.607
C  -8.2904  5.0186  -10.6223  0.918
C  -7.3521  3.8951  -10.4738  -0.729
C  -6.8673  3.5650  -9.2752  0.330
O  -5.9830  2.5120  -9.1288  -0.559
C  -7.2578  4.3147  -8.0498  0.951
O  -6.8099  3.9761  -6.9594  -0.608
C  -8.1770  5.4531  -8.2013  -0.997
C  -8.6593  5.7855  -9.4003  0.389
O  -9.5217  6.8559  -9.5508  -0.565
H  -7.0784  3.3574  -11.3725  0.428
H  -5.7801  2.4734  -8.1687  0.296
H  -8.4386  6.0005  -7.3044  0.412
H  -9.7292  6.8908  -10.5100  0.348
O  -1.3742  -5.1881  12.4992  -0.600
C  -1.0186  -4.5219  11.5334  0.909
C  -1.8635  -4.3555  10.3404  -0.809
C  -1.4394  -3.6372  9.2989  0.324
O  -2.2294  -3.4745  8.1757  -0.495
C  -0.1018  -2.9838  9.3034  0.905
O  0.2679  -2.3453  8.3237  -0.518
C  0.7332  -3.1299  10.5056  -0.963
C  0.3079  -3.8453  11.5487  0.316
O  1.0860  -3.9849  12.6832  -0.565
H  -2.8325  -4.8378  10.3497  0.445
H  -1.7010  -2.9170  7.5637  0.247
H  1.6961  -2.6347  10.5024  0.443
H  0.5602  -4.5474  13.2926  0.349
O  11.6791  6.5777  -3.5072  -0.606
C  11.3079  5.4761  -3.8965  0.865
C  12.2037  4.5527  -4.6103  -0.863
C  11.7632  3.3670  -5.0355  0.329
O  12.6004  2.4932  -5.7046  -0.577
C  10.3560  2.9379  -4.8080  0.938
O  9.9753  1.8499  -5.2269  -0.570
C  9.4667  3.8507  -4.0732  -0.872
C  9.9080  5.0350  -3.6448  0.376
O  9.0787  5.8972  -2.9512  -0.563
H  13.2234  4.8783  -4.7708  0.417
H  12.0481  1.7071  -5.9082  0.299
H  8.4510  3.5184  -3.8992  0.448
H  9.6294  6.6856  -2.7529  0.350
O  -10.6825  -3.9416  7.1449  -0.606
C  -9.7389  -4.1090  6.3803  0.922
C  -8.3987  -3.5689  6.6571  -0.823
C  -7.3968  -3.7551  5.7956  0.274
O  -6.1340  -3.2525  6.0508  -0.516
C  -7.5972  -4.5090  4.5277  1.016
O  -6.6617  -4.6478  3.7468  -0.639
C  -8.9309  -5.0697  4.2620  -0.984
C  -9.9320  -4.8867  5.1251  0.386
O  -11.1877  -5.4130  4.8835  -0.568
H  -8.2676  -3.0210  7.5814  0.438
H  -5.5869  -3.5180  5.2796  0.309
H  -9.0579  -5.6310  3.3448  0.428
H  -11.7362  -5.1424  5.6517  0.347